69
Properties=species:S:1:pos:R:3:forces:R:3 method="wB97M-V/def2-TZVPD" lumo_ha="-0.3349 / -0.4600" homo_energy_ev="-16.57 / -17.21" charge=+3 s2=8.796 spin_multiplicity=6 e_tot_ha=-2290.46384
Ir 0.711 -1.270 -1.018 -0.011 -0.143 -0.379
O 3.786 4.710 3.398 0.063 0.118 0.026
C 2.583 4.176 3.621 -0.196 -0.121 -0.024
O 1.763 4.742 4.278 0.061 0.031 -0.072
C 2.245 2.838 2.979 0.077 0.051 0.055
C 0.933 2.404 3.152 0.007 -0.031 0.062
C 0.514 1.195 2.623 0.010 -0.034 0.001
C 1.414 0.413 1.900 -0.015 0.040 0.065
C 2.724 0.835 1.718 0.025 -0.024 -0.001
C 3.140 2.036 2.275 -0.014 0.016 -0.052
N 0.967 -0.808 1.312 -0.029 -0.100 -0.131
C 0.517 -1.731 2.064 0.013 0.065 0.081
C -0.029 -2.951 1.471 -0.012 -0.062 -0.012
C -0.482 -4.000 2.247 0.016 0.014 0.018
C -1.014 -5.121 1.617 -0.001 -0.001 -0.032
C -1.081 -5.139 0.236 0.003 0.005 0.021
C -0.611 -4.045 -0.480 -0.009 -0.025 0.016
N -0.083 -2.982 0.126 -0.010 0.079 0.023
H 4.386 4.148 2.899 0.015 -0.092 0.024
H 0.261 3.027 3.728 -0.005 -0.002 0.000
H -0.508 0.857 2.751 -0.005 0.010 0.010
H 3.431 0.215 1.181 0.003 0.000 0.003
H 4.183 2.308 2.162 -0.007 0.025 -0.003
H 0.522 -1.637 3.149 0.007 -0.001 -0.006
H -0.420 -3.939 3.326 -0.002 -0.002 0.002
H -1.373 -5.959 2.200 -0.002 -0.002 0.000
H -1.497 -5.982 -0.298 -0.001 -0.005 0.001
H -0.667 -4.019 -1.560 0.000 0.010 0.001
I 0.314 -1.637 -3.498 0.062 0.068 0.236
C 3.740 -3.314 -2.476 -0.004 0.010 0.015
I 3.446 -2.250 -0.744 0.008 -0.019 0.039
H 4.733 -3.265 -2.895 0.002 -0.002 0.000
H 3.046 -4.112 -2.683 -0.002 0.001 -0.006
N 0.940 3.144 -0.566 -0.004 -0.017 -0.005
C 0.475 1.923 -0.379 -0.046 0.039 -0.008
N 1.183 0.990 -1.071 0.017 0.011 -0.153
C 2.126 1.662 -1.751 -0.059 0.104 0.150
C 3.133 1.198 -2.655 -0.046 -0.031 0.031
C 3.950 2.130 -3.211 0.015 0.166 0.016
C 3.807 3.515 -2.897 0.097 -0.152 -0.111
C 2.827 4.001 -2.003 -0.074 0.053 0.067
C 2.011 3.062 -1.453 0.084 -0.053 -0.058
H 0.558 3.985 -0.151 -0.004 -0.008 0.005
H -0.397 1.681 0.211 -0.010 0.008 -0.038
H 3.225 0.145 -2.878 0.001 -0.013 -0.010
H 4.727 1.842 -3.906 -0.006 -0.021 0.001
H 4.479 4.222 -3.368 -0.011 0.017 0.013
H 2.747 5.059 -1.790 -0.001 -0.003 0.003
C -3.766 0.270 -2.450 0.033 -0.049 0.033
C -3.559 -0.757 -1.349 -0.031 0.105 -0.033
C -4.659 -1.793 -1.357 0.009 -0.004 0.018
O -2.272 -1.433 -1.652 0.076 -0.056 -0.018
B -1.330 -0.800 -0.921 -0.108 0.058 0.119
O -1.791 0.103 -0.016 0.073 0.012 0.000
C -3.267 -0.117 0.046 -0.041 -0.093 0.040
C -3.490 -1.080 1.201 0.021 0.043 -0.029
C -3.940 1.211 0.299 0.002 -0.011 -0.017
H -3.782 -0.236 -3.414 0.005 0.001 0.003
H -2.968 1.016 -2.458 -0.012 0.013 -0.011
H -4.718 0.784 -2.326 -0.004 0.012 -0.003
H -4.793 -2.182 -2.365 0.003 0.007 -0.004
H -5.602 -1.340 -1.048 -0.005 -0.005 0.004
H -4.439 -2.626 -0.692 -0.011 -0.004 0.007
H -2.989 -2.035 1.025 -0.005 -0.007 0.004
H -4.552 -1.273 1.342 -0.004 -0.007 0.008
H -3.106 -0.639 2.121 0.007 -0.003 -0.001
H -3.665 1.955 -0.445 -0.007 0.009 -0.001
H -3.675 1.582 1.290 0.002 -0.003 0.000
H -5.023 1.089 0.275 -0.005 0.005 -0.005

=====

126
Properties=species:S:1:pos:R:3:forces:R:3 method="wB97M-V/def2-TZVPD" lumo_ha=-0.1247 homo_energy_ev=-9.47 charge=+1 e_tot_ha=-4280.97305
C 4.410 0.334 5.413 0.062 0.088 -0.545
C 4.149 0.979 4.012 -0.118 0.649 -1.624
C 3.354 2.190 3.809 1.036 -1.089 -1.668
C 3.189 2.757 2.471 1.056 -1.656 0.444
C 3.790 2.151 1.262 -0.004 -0.631 1.967
C 3.606 2.794 -0.142 0.191 0.270 0.135
C 2.698 1.929 -1.109 0.060 0.930 -0.489
C 3.038 4.276 -0.103 0.092 -0.243 -0.342
C 4.563 0.914 1.467 -1.484 2.069 2.033
O 5.132 0.283 0.305 -1.386 -0.598 0.982
C 4.723 -1.074 0.273 0.710 0.387 1.626
S 4.378 -1.720 -1.432 0.934 0.328 -0.223
C 5.046 -0.624 -2.747 0.982 0.629 -1.874
C 4.809 -1.392 -4.125 -0.825 -0.741 1.764
F 5.467 -2.645 -3.995 -0.381 1.342 -0.446
P 2.212 -1.630 -1.612 -2.804 -0.872 0.115
S 1.432 -3.399 -1.470 0.647 0.593 -0.015
C 4.738 0.370 2.823 -0.480 0.847 -1.154
H 4.534 1.105 6.220 -0.152 -0.672 -0.875
H 5.351 -0.281 5.357 -0.927 0.621 0.137
H 3.571 -0.352 5.709 0.687 0.670 -0.311
H 2.873 2.687 4.680 0.410 -0.409 -0.811
H 2.561 3.681 2.420 0.789 -1.012 -0.245
H 4.634 2.887 -0.601 -0.982 -0.296 0.497
H 3.305 1.500 -1.956 -0.785 0.151 0.985
H 2.079 1.166 -0.579 0.669 0.644 -0.370
H 1.982 2.641 -1.610 0.607 -0.927 0.374
H 3.358 4.853 0.802 -0.295 -0.533 -0.895
H 1.916 4.287 -0.211 1.093 -0.013 0.445
H 3.438 4.796 -1.013 -0.380 -0.346 0.824
H 5.536 -1.687 0.762 -0.751 0.141 -1.172
H 3.796 -1.282 0.890 0.687 0.315 -0.872
H 4.593 0.396 -2.790 0.103 -1.003 0.312
H 6.160 -0.478 -2.681 -1.073 -0.421 0.627
H 3.709 -1.632 -4.178 1.069 0.332 -0.539
H 5.168 -0.812 -5.006 -0.138 -0.542 0.808
H 1.746 -0.782 -0.552 0.795 -0.097 -0.581
H 1.835 -0.995 -2.845 0.854 0.333 0.509
H 5.368 -0.558 2.882 -0.653 1.010 0.296
O -0.853 4.072 4.715 -3.157 2.335 -1.266
P -1.978 3.040 4.769 5.445 -5.013 2.850
N -1.824 2.742 6.466 -0.285 0.487 0.721
C -2.126 1.502 7.162 -0.441 -0.302 -0.190
C -2.264 3.859 7.305 0.302 0.416 -0.174
N -1.053 1.859 3.867 0.325 -0.741 -1.019
C -0.219 0.877 4.539 -0.393 -0.149 0.316
C -0.302 2.397 2.729 -0.416 0.309 0.182
N -3.386 1.954 4.711 -1.365 2.379 -1.886
C -3.540 0.978 3.630 0.164 -0.483 -0.416
C -4.624 2.773 4.709 -0.277 0.098 0.632
H -3.203 1.313 7.247 -0.024 -0.048 0.040
H -1.719 1.536 8.177 0.033 0.287 -0.073
H -1.666 0.633 6.702 -0.104 0.085 -0.197
H -3.356 3.872 7.414 -0.049 -0.029 0.185
H -1.961 4.818 6.882 0.046 -0.106 -0.118
H -1.822 3.800 8.301 -0.005 -0.129 -0.031
H 0.453 1.334 5.277 0.032 -0.097 0.088
H 0.391 0.321 3.821 -0.017 0.274 -0.167
H -0.829 0.110 5.018 0.011 0.071 0.205
H 0.643 2.847 3.041 -0.048 0.096 -0.050
H -0.883 3.156 2.200 0.066 0.027 0.071
H -0.084 1.604 2.004 -0.053 -0.135 0.149
H -3.437 1.436 2.643 -0.033 -0.177 -0.046
H -4.523 0.498 3.678 -0.106 0.352 0.200
H -2.827 0.162 3.725 0.155 0.266 -0.019
H -4.731 3.323 3.768 -0.179 -0.106 0.005
H -4.610 3.505 5.521 0.127 0.003 0.007
H -5.509 2.152 4.857 0.123 -0.061 -0.035
O -4.861 -2.263 1.891 -1.955 1.042 -3.541
P -4.560 -3.516 1.070 3.479 -2.815 6.596
N -5.370 -4.594 2.152 -0.924 -0.182 0.083
C -5.050 -5.992 2.390 0.190 -0.307 -0.426
C -6.828 -4.451 2.149 -0.075 0.528 0.137
N -2.860 -3.450 1.423 1.473 0.310 -0.287
C -2.281 -4.153 2.557 -0.250 -0.510 -0.079
C -2.273 -2.106 1.378 -0.373 0.012 -0.162
N -4.251 -4.890 -0.028 -0.812 2.018 -2.551
C -2.940 -5.093 -0.662 0.474 0.050 0.051
C -5.245 -4.842 -1.129 -0.495 -0.426 0.096
H -5.341 -6.643 1.557 -0.009 -0.067 0.010
H -5.574 -6.347 3.282 -0.136 0.263 -0.035
H -3.997 -6.158 2.597 0.043 0.137 -0.192
H -7.280 -4.978 1.300 -0.114 -0.147 0.063
H -7.124 -3.403 2.087 0.163 0.009 -0.016
H -7.263 -4.848 3.068 0.108 -0.076 -0.011
H -2.818 -3.950 3.492 0.029 -0.092 0.059
H -1.233 -3.876 2.700 -0.115 0.262 -0.146
H -2.248 -5.228 2.375 -0.184 -0.069 0.126
H -2.444 -1.558 2.310 -0.030 0.131 -0.059
H -2.690 -1.521 0.555 -0.058 0.020 0.118
H -1.191 -2.159 1.210 -0.034 -0.262 0.017
H -2.582 -4.194 -1.171 0.118 -0.095 -0.015
H -2.993 -5.900 -1.400 -0.457 0.093 -0.010
H -2.193 -5.423 0.057 -0.109 0.298 0.123
H -5.061 -3.989 -1.790 -0.003 -0.152 -0.141
H -6.260 -4.743 -0.735 0.040 0.054 0.111
H -5.223 -5.758 -1.721 0.086 0.026 0.077
O 1.468 1.181 -4.204 -3.305 1.752 1.212
P 0.952 1.422 -5.623 6.198 -4.126 -2.778
N 0.817 -0.260 -6.014 -0.559 -0.654 0.386
C 0.952 -0.861 -7.333 -0.197 0.275 -0.495
C -0.265 -0.948 -5.305 0.125 0.045 0.461
N 2.485 2.045 -6.167 0.835 0.809 -0.274
C 3.492 1.184 -6.758 -0.325 -0.127 -0.390
C 3.143 2.949 -5.221 -0.363 0.068 0.022
N 0.244 1.839 -7.198 -1.828 2.274 1.749
C 0.804 2.912 -8.033 0.469 0.295 -0.220
C -1.190 2.175 -6.997 -0.497 -0.512 -0.152
H 0.091 -0.662 -7.981 -0.002 -0.035 -0.040
H 1.047 -1.947 -7.239 -0.088 0.068 0.274
H 1.849 -0.543 -7.855 -0.077 0.222 0.061
H -1.235 -0.768 -5.782 -0.072 -0.168 -0.031
H -0.338 -0.614 -4.268 0.054 0.128 -0.054
H -0.093 -2.027 -5.277 0.047 0.025 -0.127
H 3.694 0.295 -6.144 -0.020 -0.071 -0.121
H 4.434 1.720 -6.902 -0.126 0.162 0.239
H 3.205 0.880 -7.765 -0.050 -0.237 0.064
H 3.683 2.403 -4.439 0.005 0.044 0.136
H 2.416 3.605 -4.738 0.062 -0.081 0.065
H 3.855 3.595 -5.744 -0.057 -0.142 -0.116
H 0.927 3.845 -7.480 0.043 0.019 -0.147
H 0.149 3.109 -8.886 -0.320 -0.184 0.276
H 1.757 2.623 -8.471 0.034 -0.029 0.324
H -1.302 3.116 -6.451 -0.099 0.030 -0.183
H -1.697 1.395 -6.422 0.106 -0.045 0.056
H -1.713 2.256 -7.951 0.139 -0.009 0.009

=====

11
Properties=species:S:1:pos:R:3:forces:R:3 method="wB97M-V/def2-TZVPD" lumo_ha="-0.0377 / -0.0321" homo_energy_ev="-8.61 / -8.38" e_tot_ha=-1912.02245 de_lowest_kj_mol=95.83
C -0.805 -2.072 0.942 -0.530 -1.390 -0.949
C 0.513 -1.871 1.349 2.829 0.904 1.069
N 0.163 3.769 -1.817 1.282 -0.319 0.654
S 0.267 2.773 -0.495 -0.488 0.346 -0.606
Cl -0.735 -3.022 -0.696 -0.329 -0.315 0.475
Cl 1.347 -2.993 2.371 -0.595 0.382 -0.472
Cl 1.527 -0.645 0.676 -0.579 -0.463 0.137
H -1.382 -2.538 1.711 -0.330 -1.104 0.116
H -1.372 -1.271 0.608 -0.464 2.012 -0.383
H -0.589 3.809 -2.476 -0.446 -0.227 0.079
H 1.066 4.059 -2.173 -0.349 0.174 -0.119

=====

14
Properties=species:S:1:pos:R:3:forces:R:3 method="wB97M-V/def2-TZVPD" lumo_ha="-0.2820 / -0.2736" homo_energy_ev="-14.74 / -14.53" charge=+1 e_tot_ha=-249.51626 de_lowest_kj_mol=810.97
C 1.522 1.113 0.501 -0.350 -0.452 0.144
C 0.660 0.460 0.002 -4.140 -2.618 -1.467
C -2.176 -0.491 0.539 2.516 1.588 1.795
C 2.488 1.970 1.046 -2.055 1.818 4.727
C -1.266 -1.417 -1.543 -0.613 -0.643 -1.413
N -1.297 -0.717 -0.309 3.192 1.172 0.263
H -3.016 -1.067 0.726 -1.996 -1.153 -0.488
H -1.895 0.235 1.314 -0.386 -0.146 -0.262
H 1.955 3.033 1.103 1.312 -2.133 0.416
H 2.803 1.515 2.128 -0.740 1.459 -2.511
H 3.307 2.095 0.472 2.854 0.201 -1.889
H -0.388 -1.993 -1.823 0.350 0.045 0.977
H -1.273 -0.608 -2.259 -0.421 0.026 -0.618
H -2.147 -2.103 -1.665 0.478 0.837 0.325

=====

22
Properties=species:S:1:pos:R:3:forces:R:3 method="wB97M-V/def2-TZVPD" lumo_ha=0.0188 homo_energy_ev=-8.04 e_tot_ha=-1066.17989 de_lowest_kj_mol=33.27
C -0.405 -1.587 -1.460 3.690 -0.885 -0.482
C 1.825 -0.847 1.158 -0.577 -3.468 -1.108
C 1.899 0.181 -1.796 0.477 0.597 -1.203
C -2.346 0.275 1.795 -0.091 -1.164 0.364
N -1.268 2.808 0.085 -0.526 1.258 -1.669
N -0.857 2.004 -0.715 0.948 -2.142 -3.559
N -1.198 2.592 1.300 0.201 1.531 4.939
N -0.256 0.844 0.015 0.723 0.031 0.928
Si 0.827 -0.517 -0.421 0.363 1.155 -1.513
S -0.603 1.055 1.573 -2.691 -0.640 -0.394
H -0.356 -1.075 -2.436 -0.304 -0.245 0.403
H -0.231 -2.672 -1.603 0.479 0.593 -0.084
H -1.326 -1.570 -1.052 -3.296 0.546 1.276
H 1.159 -1.126 1.964 0.044 0.073 0.466
H 2.552 -1.714 1.069 -1.215 0.227 -0.412
H 2.559 -0.185 1.456 0.786 2.467 0.513
H 1.426 1.110 -2.179 -0.045 -0.291 0.482
H 2.986 0.458 -1.758 -0.932 -0.603 0.461
H 1.742 -0.487 -2.661 0.481 0.011 0.261
H -2.191 -0.403 2.683 -0.569 0.232 -1.114
H -2.887 -0.199 0.893 1.603 0.347 1.201
H -3.050 1.053 2.088 0.450 0.372 0.244